A cluster of 26 separate species, C78H182N26O26 in total in a non-equilibrium geometry. Source: the Open Molecules 2025 dataset; level of theory: ωB97M-V/def2-TZVPD.

## Properties
Molar mass in g/mol: 1900.47
Energy above the lowest of the compared OMol25 structures with the same formula, charge and spin in eV: 9.8598
Frontier orbital gap in eV: 8.326
Lowest unoccupied orbital energy in eV: -0.1
HOMO energy in eV: -8.47

Structure (ORCA input):
```
! RIJCOSX wB97M-V def2-TZVPD def2/J DEFGRID3
* xyz 0 1
O 4.2233 2.6153 3.3901
O -5.7022 3.7602 1.0752
O -0.6587 3.7298 9.3162
O 0.1782 6.4502 -0.3384
O 3.6098 0.6186 8.7434
O -2.5610 2.8412 4.8276
O -4.3672 -5.8250 -5.1133
O -0.1739 -6.5785 -2.6751
O -7.2126 -1.7608 -2.8875
O 3.2488 5.3773 -3.8611
O 1.7634 -6.2130 7.4731
O 4.7337 -4.2007 -3.8838
O -1.6162 1.7889 -7.3748
O 1.2846 -1.2440 -5.7342
O 1.0822 0.7412 0.2618
O 2.8169 -3.4896 1.3768
O -3.8504 -2.2502 -6.2668
O -3.1428 -1.6316 5.6088
O -1.0704 -5.7536 3.1251
O 5.5478 7.4213 -0.7414
O -3.7208 -0.7431 0.0769
O 6.7954 2.0210 -0.7518
O 7.3892 -1.5506 3.4714
O -3.7631 3.9253 -3.5065
O -7.5220 -2.4461 3.1276
O 5.5159 1.6367 -6.4820
N 2.2997 -3.1289 -4.8318
N -0.4641 -7.9739 -0.8504
N -2.9869 -0.5913 -7.5749
N 0.1528 2.0927 -8.7573
N -3.8990 3.3005 -5.6045
N -3.3262 -6.5463 -3.3348
N -1.0591 4.6216 -0.9739
N -4.2211 3.7132 -0.6807
N 3.3791 1.8764 6.8848
N -4.9050 -2.4799 0.8701
N 1.2195 5.3562 -4.6791
N -1.0669 3.2832 7.0815
N 5.6381 -0.1390 3.4099
N 4.0807 -3.7133 -0.4502
N 0.9967 -6.1112 5.4369
N -2.1709 -2.2117 7.5019
N 4.8034 3.7935 -6.2548
N -2.9024 4.0330 2.9742
N 4.9675 -5.9869 -2.5136
N 5.3892 2.1720 1.0467
N -5.9320 -2.7489 -4.4600
N -1.1167 -3.4939 3.5910
N 4.1523 5.7629 -0.8862
N -7.2926 -1.6921 5.1645
N 3.6682 4.5162 4.3374
N -0.8994 -0.1843 0.7446
C 3.6245 -1.4161 -5.8832
C -6.9438 -2.4158 4.1794
C 3.5220 -6.3093 -2.3948
C 3.2200 4.6950 -0.4233
C 0.3095 -4.5060 7.0120
C -3.3014 -3.0911 7.9376
C -0.0353 -0.5181 -1.5182
C 1.1452 1.2884 -8.0164
C -0.1652 -5.5892 -0.4287
C -2.0877 2.6993 -9.6402
C 1.9990 7.4203 -3.7271
C -2.1586 -1.5363 6.3464
C 5.4585 -4.9712 -3.1626
C -5.1465 -0.7034 -3.2651
C -8.3147 -0.6520 5.0383
C 0.2890 -3.3729 3.1806
C 5.4873 2.4628 -4.2674
C -3.4858 -5.7040 -4.3106
C 1.2561 3.9151 -4.9224
C -2.9870 -1.4309 -6.5258
C -0.4835 3.8444 0.0791
C 6.5339 2.4422 0.3731
C -1.6572 -4.7223 3.5220
C -5.7142 -0.2317 1.1999
C 6.8975 -4.6855 -2.8323
C -1.8246 5.0089 3.0298
C -1.0153 -0.6399 5.8751
C 4.8594 6.6321 -0.1639
C -6.1974 -1.7516 -3.5728
C 4.8276 6.6316 1.3770
C 1.0365 -5.7659 6.6929
C -3.0437 -4.9390 3.8792
C 3.7822 -5.5342 1.0421
C -4.4282 2.1190 3.5507
C 1.0740 -3.7152 -4.3100
C -1.4391 6.8138 -2.1044
C -0.6996 5.9296 -1.0333
C 3.6465 1.7384 8.1795
C -5.2918 3.8080 -5.7815
C 4.0372 2.8897 9.0081
C -3.1907 3.0279 3.8211
C 4.5896 -1.1416 3.2062
C -4.4512 -7.5306 -3.1438
C 3.6340 -2.3885 -0.9016
C -4.1176 -3.5648 0.3198
C 5.3430 2.6355 -5.7749
C 4.3073 1.3860 0.5120
C -1.1561 2.0861 -8.4951
C 3.4306 3.5142 3.5515
C -3.6353 2.3692 -0.6521
C 2.1910 5.9362 -4.1031
C 2.1082 3.4484 2.8473
C 3.4684 0.7747 5.8570
C 0.3206 3.2085 6.6364
C -4.0230 -0.4304 -8.5602
C 4.5916 4.0829 -7.6997
C 0.1019 0.0790 -0.0812
C 1.9718 -6.9415 4.8204
C -2.9061 3.7870 8.6212
C -2.4168 -4.6261 -4.3567
C -5.8037 -3.2991 4.6137
C -0.2776 -9.2726 -1.5126
C 6.9366 -0.4355 3.4791
C -4.7431 -1.1756 0.5940
C -5.1585 4.2193 0.0976
C -0.3073 -6.7847 -1.4267
C 7.4855 3.3860 1.0831
C -6.8595 -3.7714 -4.5708
C 3.5544 -4.1484 0.7065
C -1.9010 2.9656 -4.3064
C -0.8423 0.1553 2.1595
C 2.2493 -1.9528 -5.5106
C -1.7586 -1.2962 -5.6689
C 4.9611 5.0121 4.9018
C -1.4612 3.6794 8.3399
C -5.6068 5.5442 -0.3150
C -3.2621 3.3844 -4.4659
C 7.8102 0.7318 3.6164
H -2.6536 2.3188 -1.1232
H 1.1149 7.8000 -4.2391
H 3.6170 3.7931 -8.0923
H -4.8115 -4.3004 -0.0872
H -2.2733 5.9709 3.2772
H -3.3648 -3.2107 -0.3844
H -6.8784 -4.1999 -5.5729
H 5.8238 6.4178 1.7643
H 4.3718 -1.7364 -5.1572
H -0.0268 -4.0931 6.0610
H -5.1710 -3.2332 3.7286
H 3.6334 0.9195 1.2306
H -4.6894 -1.2929 -8.5639
H -5.7385 3.5322 -6.7368
H -0.4030 -4.7999 7.7828
H -1.3159 -2.4043 8.0038
H 4.7724 -2.1175 3.6560
H 0.8501 -3.7091 4.0525
H -1.4960 -2.7306 4.1328
H 2.9108 7.9884 -3.9114
H -5.7515 0.0867 -2.8203
H 4.1837 5.8445 1.7693
H 0.6310 -3.9162 2.2997
H 4.3714 -1.7003 -0.4884
H -1.2784 -9.7044 -1.5195
H -1.3441 0.1136 5.1594
H 5.2930 3.4806 -8.2771
H 3.2737 -6.2910 0.4447
H 4.5442 2.5140 -3.7233
H -8.6571 -0.5472 4.0088
H 0.4906 -1.4606 -1.3662
H 3.6623 -0.9005 3.7259
H -1.2198 4.8718 3.9262
H -2.2291 7.4192 -1.6600
H 3.8147 2.1023 -0.1455
H -4.1037 -3.0081 7.2045
H 7.2135 3.6544 2.1039
H 3.1452 -6.8437 -3.2668
H -3.2034 -5.9420 4.2751
H -5.6321 -2.7477 1.5179
H -3.6835 -0.2584 -9.5816
H -4.6483 0.4485 -8.4039
H 0.4521 5.8877 -5.0646
H 2.9894 -6.8356 5.1963
H -5.2450 -3.0243 5.5083
H -6.0018 6.0290 0.5777
H -1.3160 -0.3064 -5.7809
H -1.8377 2.0702 -3.6880
H 5.9035 4.5941 4.5480
H -5.2672 4.8978 -5.7806
H -3.6939 -4.7267 3.0305
H -1.8534 6.0049 -2.7063
H 2.1280 1.7563 -8.0726
H 2.5836 -2.2418 -0.6502
H 3.5954 -2.2444 -1.9814
H -3.5034 2.0488 0.3813
H 3.2104 3.1141 9.6820
H -6.6677 -0.7027 1.4391
H 4.9088 4.4790 5.8511
H -0.8480 7.5276 -2.6781
H -6.8281 -1.8968 6.0377
H -3.0975 2.5968 -9.2429
H -0.0812 -0.4477 2.6548
H 5.4706 0.8416 3.2350
H -1.7597 -4.7512 -3.4961
H -0.3022 -1.2438 5.3139
H -1.7439 -0.1092 2.7120
H -3.3751 4.0415 7.6707
H -7.8925 -3.5002 -4.3532
H 6.9426 -4.1946 -1.8601
H -1.4075 2.8789 -5.2744
H 2.0260 2.7828 1.9881
H 4.0827 3.7630 8.3575
H -1.3206 3.3254 0.5459
H -6.0484 -4.3584 4.6927
H 3.0641 3.9661 -1.2186
H -4.2969 -8.2554 -3.9431
H 4.6018 7.6785 1.5795
H 0.3984 2.9837 5.5727
H 4.3909 -1.2474 2.1397
H 3.2144 -3.3897 -4.4920
H -1.0774 -0.5622 -1.8348
H 0.4535 2.4820 -9.6394
H -5.9593 3.3729 -5.0378
H 7.8856 1.3329 2.7103
H 1.9266 -6.9745 3.7318
H 7.4299 1.3985 4.3903
H -4.3260 1.7753 -1.2507
H -6.4196 5.4237 -1.0312
H 0.1710 4.3286 0.8039
H 0.2552 -9.2842 -2.4634
H 2.9389 5.2137 4.3787
H 4.8655 -5.6534 1.0608
H 4.2256 5.8750 -1.8873
H 1.1104 0.2858 -8.4427
H 0.5488 0.0970 -2.2027
H 4.7411 0.5390 -0.0195
H 7.5241 -5.5623 -2.9955
H -3.0574 -4.1517 7.8773
H 6.2095 3.1897 -3.8958
H 8.8095 0.4858 3.9754
H -3.1982 4.4978 9.3942
H -1.8413 -4.4488 -5.2653
H 3.3179 -0.1717 6.3764
H -1.5742 4.1900 -1.7279
H 3.5440 4.1784 0.4802
H -4.2682 4.2746 -1.5190
H -3.4896 2.7800 -6.3672
H 2.6802 0.7646 5.1043
H 0.4054 -9.8175 -0.8610
H 0.0986 3.0364 -0.3640
H -2.1297 -1.3715 -4.6468
H -0.5551 1.1900 2.3470
H 0.9236 3.5458 -5.8926
H -1.8234 3.0610 6.4504
H -5.3739 0.0777 2.1882
H -4.5634 1.8220 2.5107
H 0.6177 -2.3397 3.0683
H -0.4542 -0.2518 6.7251
H 5.0084 6.0659 5.1764
H 0.9362 2.3388 6.8661
H 0.8576 -5.3360 -0.1496
H -4.5867 -0.3152 -4.1160
H -3.5022 -4.0376 1.0852
H 3.3712 -5.6142 2.0485
H -6.6609 -4.5471 -3.8312
H -9.1964 -0.8598 5.6446
H 1.6765 -7.9635 5.0579
H -4.7563 6.0944 -0.7175
H -4.4595 -1.0807 -2.5076
H 5.5456 -6.6092 -1.9672
H 4.4641 4.3651 -5.4944
H -1.7140 -0.7311 0.5048
H 2.2859 5.1616 -0.1104
H -1.7999 3.6620 -10.0626
H 3.8750 -1.6183 -6.9246
H -5.0102 -2.9096 -4.8404
H 3.2774 -6.9430 -1.5422
H 0.8404 1.0866 -6.9896
H -0.7410 -5.9181 0.4363
H 0.3234 -2.9668 -4.0559
H 1.3370 -4.1822 -3.3609
H -0.4876 -7.9740 0.1594
H 1.9532 7.5806 -2.6499
H -7.9117 0.2870 5.4177
H 4.4304 0.9084 5.3624
H -4.6066 -8.0067 -2.1756
H 1.0245 -3.8305 7.4816
H -3.6301 -2.7352 8.9141
H 1.2845 2.9911 3.3955
H 7.5555 4.3811 0.6438
H 0.5916 3.4803 -4.1757
H 7.2283 -3.9917 -3.6052
H -3.4882 4.1387 2.1583
H 3.3453 2.7559 6.3895
H -5.3933 -7.0320 -3.3714
H 2.2439 3.4631 -4.8322
H 4.5645 -4.3633 -1.0530
H 2.9560 -5.3778 -2.3962
H -1.3048 5.4599 2.1845
H 1.7668 4.4714 2.6890
H 5.0222 2.8804 9.4749
H 5.1673 2.5929 1.9376
H -3.2717 2.8635 9.0702
H -2.6823 -3.6118 -4.0584
H -3.1546 -4.2841 4.7434
H -0.6303 -4.7441 -0.9362
H 5.8979 1.4730 -4.0678
H 3.5547 -0.3316 -5.7979
H 4.7528 5.1488 -7.8608
H 8.4841 2.9509 1.0435
H -2.4876 -6.5413 -2.7719
H -5.9457 0.6556 0.6107
H -2.1426 1.9552 -10.4348
H -2.2807 0.1147 -7.7268
H 0.8485 4.1143 6.9346
H -1.2879 3.6997 -3.7836
H 0.1803 -5.8966 4.8822
H -0.9824 -2.0436 -5.8332
H -5.3624 2.4220 4.0235
H 0.5822 -4.5200 -4.8563
H -4.1413 1.2549 4.1500
*
```

Results of the Löwdin charge analysis, in e, for atoms 1 through 99: O 0.01; O 0.04; O -0.02; O 0.00; O 0.00; O 0.02; O 0.05; O -0.03; O 0.02; O 0.01; O 0.12; O -0.01; O -0.04; O 0.02; O 0.00; O 0.05; O 0.03; O -0.01; O -0.01; O 0.04; O -0.01; O 0.03; O 0.06; O 0.03; O 0.05; O 0.00; N 0.04; N 0.01; N 0.02; N 0.02; N 0.06; N 0.04; N 0.03; N 0.03; N 0.02; N 0.04; N 0.05; N 0.02; N 0.03; N 0.05; N 0.01; N 0.04; N 0.02; N 0.05; N 0.02; N 0.00; N 0.02; N 0.07; N 0.06; N 0.03; N 0.04; N 0.04; C 0.01; C -0.64; C -0.04; C -0.05; C 0.00; C -0.03; C 0.03; C -0.03; C 0.03; C 0.02; C 0.02; C -0.54; C -0.53; C 0.01; C -0.03; C -0.05; C 0.00; C -0.61; C -0.03; C -0.53; C -0.08; C -0.54; C -0.57; C 0.02; C 0.01; C -0.06; C 0.03; C -0.59; C -0.53; C 0.02; C -0.67; C -0.01; C 0.00; C 0.02; C -0.07; C 0.02; C -0.50; C -0.56; C -0.03; C 0.00; C -0.51; C -0.04; C -0.03; C -0.03; C -0.05; C -0.53; C -0.07